Run i
Formula: CH2N2O2
Source: the Open Molecules 2025 dataset
Level of theory: the ωB97M-V functional and the def2-TZVPD basis

Values from the calculation:
net charge	0
HOMO energy (alpha / beta)	-10.509 / -10.605	eV
gap between HOMO and LUMO (alpha / beta)	0.328 / 0.354	hartree

Cartesian coordinates (Å):
O (0.1522, -0.6032, -0.0655)
O (-3.2521, -0.2050, -0.0317)
N (-1.0853, -1.0544, 0.0387)
N (1.1546, -1.4004, 0.0158)
C (-2.0988, 0.0235, 0.0330)
H (-1.8643, 1.0592, 0.1265)
H (1.9410, -0.6630, 0.0883)

***

Run ii
Formula: CH2N2O2
Source: the Open Molecules 2025 dataset
Level of theory: the ωB97M-V functional and the def2-TZVPD basis

Values from the calculation:
net charge	0
HOMO energy (alpha / beta)	-9.625 / -9.624	eV
gap between HOMO and LUMO (alpha / beta)	0.308 / 0.308	hartree

Cartesian coordinates (Å):
O (0.8883, -1.8896, 1.5466)
O (-0.3719, -0.4870, 0.4079)
N (-0.8141, 1.7074, -0.9902)
N (-0.2773, 0.7263, -1.1021)
C (0.7521, -1.1064, 0.6372)
H (-1.5177, 2.0361, -0.2883)
H (1.3407, -0.9867, -0.2111)

***

Least stable structure: run i

***

Run i
Formula: C5H12N2
Source: the Open Molecules 2025 dataset
Level of theory: the ωB97M-V functional and the def2-TZVPD basis

Values from the calculation:
net charge	+1
HOMO energy (alpha / beta)	-12.805 / -12.798	eV
gap between HOMO and LUMO (alpha / beta)	0.338 / 0.197	hartree
2S+1	2

Cartesian coordinates (Å):
N (2.3974, -1.7938, -0.3779)
N (-1.0322, 1.3574, -0.1718)
C (0.0063, -0.8154, 0.2575)
C (-0.9868, -0.0243, -0.4645)
C (1.4333, -0.6508, -0.2789)
C (-1.9016, -0.4049, -1.3831)
C (-0.5715, 1.8359, 1.1102)
H (2.0253, -2.4369, 0.3068)
H (1.3762, -0.1552, -1.2530)
H (-2.7118, 0.2104, -1.7753)
H (-0.3405, -1.8489, 0.3062)
H (-1.1923, 1.7361, 2.0043)
H (3.3365, -1.4476, -0.2755)
H (1.8340, 0.0258, 0.4817)
H (-1.8406, -1.3811, -1.8208)
H (0.0376, -0.5780, 1.3364)
H (-0.4669, 2.9376, 1.1095)
H (0.4332, 1.5528, 1.3940)
H (-1.8355, 1.8809, -0.5058)

***

Run ii
Formula: C5H12N2
Source: the Open Molecules 2025 dataset
Level of theory: the ωB97M-V functional and the def2-TZVPD basis

Values from the calculation:
net charge	+1
HOMO energy (alpha / beta)	-12.641 / -12.711	eV
gap between HOMO and LUMO (alpha / beta)	0.186 / 0.189	hartree
2S+1	2

Cartesian coordinates (Å):
N (-2.9001, 0.6786, 0.6656)
N (1.0159, -0.1231, -0.8847)
C (2.2635, -0.3934, -0.2987)
C (0.2384, 0.8891, -0.1177)
C (-3.9446, -0.1343, 0.1058)
C (3.1848, 0.6342, -0.2905)
C (2.5839, -1.6354, 0.2035)
H (-3.4632, -0.8766, -0.5213)
H (4.1067, 0.5400, 0.2706)
H (1.8871, -2.4650, 0.1358)
H (-0.7602, 0.9461, -0.5350)
H (-4.5933, -0.6530, 0.8109)
H (3.0865, 1.4036, -1.0456)
H (0.4456, -0.9565, -0.9395)
H (0.1817, 0.6218, 0.9383)
H (-4.5503, 0.5223, -0.5206)
H (-3.0632, 0.9208, 1.6442)
H (3.5840, -1.7986, 0.5817)
H (0.6969, 1.8793, -0.2026)

***

Least stable structure: run ii

***

Run i
Formula: C20H27N3O4
Source: the Open Molecules 2025 dataset
Level of theory: the ωB97M-V functional and the def2-TZVPD basis

Values from the calculation:
net charge	0
SMILES	COc1ccc(N2C[C@H](C(=O)N[C@@H](C)C(=O)NC3CCCC3)CC2=O)cc1
HOMO energy	-7.894	eV
gap between HOMO and LUMO	0.315	hartree

Cartesian coordinates (Å):
O (4.2632, 1.6938, 0.3851)
O (-0.1108, -1.0945, -0.7772)
O (-1.7341, 2.5600, -2.0044)
O (-3.9527, -0.9738, 1.5568)
N (-1.2910, 1.9845, 0.1829)
N (-2.7104, -0.7370, -0.3112)
N (-0.1199, -3.0821, 0.3193)
C (-3.4342, 1.2645, 0.8587)
C (-0.7032, -2.0363, -0.2911)
C (3.2803, -1.8231, 0.7911)
C (0.1140, 1.9500, 0.1936)
C (1.9046, -2.0942, 1.3903)
C (0.8390, 1.7942, -0.9821)
C (2.9072, 1.7799, 0.2462)
C (2.1115, -3.1753, -0.8077)
C (0.8070, 2.0333, 1.4005)
C (-2.0874, 2.2278, -0.8964)
C (-2.2402, -2.1037, -0.3548)
C (-2.6649, -2.7908, -1.6529)
C (-3.4120, -0.2589, 0.7375)
C (5.0437, 1.5379, -0.7747)
C (-3.5351, 2.0143, -0.4644)
C (1.3163, -3.2208, 0.5167)
C (3.0102, -1.9424, -0.7048)
C (2.2185, 1.7143, -0.9589)
C (-2.0553, 1.7034, 1.3827)
C (2.1824, 1.9448, 1.4249)
H (3.9192, -2.0457, -1.2962)
H (2.7127, -4.0797, -0.9065)
H (6.0763, 1.4965, -0.4311)
H (-2.2996, -3.8145, -1.6769)
H (-1.5749, 0.9169, 1.9707)
H (3.9912, -2.5883, 1.1100)
H (2.7422, 1.5919, -1.8935)
H (1.9413, -2.3693, 2.4434)
H (2.4565, -1.0655, -1.0401)
H (1.2889, -1.2017, 1.2811)
H (-4.2286, 1.5213, 1.5610)
H (-2.6592, -2.6216, 0.5137)
H (-4.0920, 1.4816, -1.2340)
H (-4.0012, 2.9928, -0.3296)
H (-2.1519, -0.1110, -0.8782)
H (0.2812, 2.1741, 2.3318)
H (-2.1436, 2.6038, 2.0035)
H (1.4407, -3.1155, -1.6622)
H (4.9238, 2.3858, -1.4567)
H (-2.2561, -2.2517, -2.5047)
H (0.3242, 1.7320, -1.9248)
H (4.7995, 0.6095, -1.3005)
H (2.7208, 2.0023, 2.3578)
H (-3.7491, -2.8004, -1.7295)
H (3.6665, -0.8469, 1.0759)
H (-0.7143, -3.7881, 0.7215)
H (1.4578, -4.1888, 1.0036)

***

Run ii
Formula: C20H27N3O4
Source: the Open Molecules 2025 dataset
Level of theory: the ωB97M-V functional and the def2-TZVPD basis

Values from the calculation:
net charge	0
SMILES	CCCCCCC(=O)NNC(=O)c1c(O)c2ccccc2n(CCC)c1=O
HOMO energy	-8.681	eV
gap between HOMO and LUMO	0.316	hartree

Cartesian coordinates (Å):
O (-2.1528, 1.0681, -1.6225)
O (2.2243, -0.7536, -1.7553)
O (0.5768, 0.8430, 1.4834)
O (-3.5980, 2.4306, -0.0690)
N (-0.7288, 2.0650, 2.8550)
N (0.0707, -0.2660, -2.1706)
N (-0.1564, 0.3174, -0.9336)
C (2.2859, -2.4284, -4.0942)
C (0.3285, 1.8841, 3.8415)
C (-1.2942, 0.9807, -0.7195)
C (-4.0327, 3.6338, 2.3700)
C (1.7072, -3.6773, -3.4337)
C (0.9049, -6.7258, -3.4566)
C (2.1586, -6.1187, -2.8370)
C (2.6503, -4.8704, -3.5701)
C (1.4815, 2.8723, 3.6434)
C (-2.8595, 2.9104, 2.1217)
C (-2.1094, 3.4106, 4.3505)
C (-1.8695, 2.7838, 3.1185)
C (1.0930, 4.3257, 3.8816)
C (-4.2427, 4.2337, 3.5859)
C (1.2918, -0.7378, -2.5279)
C (-2.6520, 2.2925, 0.8402)
C (-0.4770, 1.4608, 1.6332)
C (1.3460, -1.2300, -3.9629)
C (-1.4845, 1.5894, 0.6060)
C (-3.2696, 4.1160, 4.5745)
H (1.9628, -5.8670, -1.7924)
H (0.7829, 4.4827, 4.9126)
H (0.6459, -7.6538, -2.9516)
H (0.5709, 0.2461, -0.2123)
H (2.7871, -5.1051, -4.6288)
H (0.7445, -3.9119, -3.8927)
H (1.7220, -0.4033, -4.5717)
H (1.5373, -3.4729, -2.3747)
H (-4.7593, 3.7021, 1.5760)
H (-3.2812, 1.9397, -0.8924)
H (0.7188, 0.8731, 3.6938)
H (-3.4211, 4.5868, 5.5344)
H (-5.1462, 4.7912, 3.7757)
H (1.8582, 2.7532, 2.6267)
H (-0.7124, -0.1376, -2.8019)
H (2.9549, -6.8668, -2.8525)
H (1.9442, 4.9727, 3.6838)
H (0.0592, -6.0485, -3.3714)
H (0.2791, 4.6264, 3.2253)
H (-1.3853, 3.3605, 5.1451)
H (2.2830, 2.5914, 4.3288)
H (3.2342, -2.1747, -3.6178)
H (0.3452, -1.4863, -4.3134)
H (1.0684, -6.9436, -4.5101)
H (-0.0853, 1.9519, 4.8455)
H (3.6252, -4.5890, -3.1654)
H (2.4745, -2.6274, -5.1513)

***

Least stable structure: run i

***

Run i
Formula: C9H10ClNO2
Source: the Open Molecules 2025 dataset
Level of theory: the ωB97M-V functional and the def2-TZVPD basis

Values from the calculation:
net charge	0
SMILES	OCCO/N=C/c1ccc(Cl)cc1
HOMO energy	-8.884	eV
gap between HOMO and LUMO	0.332	hartree

Cartesian coordinates (Å):
Cl (5.8159, -0.8103, -0.0019)
O (-4.7610, -1.5310, 0.0937)
O (-2.1942, 1.0561, -0.2133)
N (-1.0009, 0.2517, -0.0975)
C (1.8606, -0.9225, -0.3970)
C (3.2445, -1.1806, -0.2513)
C (0.1177, 0.9515, -0.0133)
C (2.4366, 1.3369, 0.1833)
C (4.1882, -0.1535, 0.0176)
C (3.8294, 1.1439, 0.1753)
C (-3.7993, -0.5664, 0.4935)
C (-3.3359, 0.2661, -0.6593)
C (1.5058, 0.4068, -0.1609)
H (4.4533, 1.9738, 0.4710)
H (1.1112, -1.6664, -0.4115)
H (3.6764, -2.2579, -0.2346)
H (-5.0383, -2.1346, 0.8457)
H (-2.8880, -0.5413, -1.3966)
H (-4.1826, 0.0863, 1.3344)
H (-4.0593, 1.0061, -1.0696)
H (1.9776, 2.3221, 0.2588)
H (-0.0078, 2.0711, 0.1360)
H (-2.9499, -1.1078, 0.8976)

***

Run ii
Formula: C9H10ClNO2
Source: the Open Molecules 2025 dataset
Level of theory: the ωB97M-V functional and the def2-TZVPD basis

Values from the calculation:
net charge	0
HOMO energy	-9.633	eV
gap between HOMO and LUMO	0.327	hartree

Cartesian coordinates (Å):
Cl (-2.3266, 0.5938, -1.8825)
O (-2.6562, 1.7037, 0.6635)
O (-2.1170, -0.0103, 1.8405)
N (-2.2665, 0.5570, 0.7597)
C (-1.7963, -1.6105, -0.3807)
C (0.2808, 0.6234, -0.1815)
C (-0.7917, -2.2121, 0.6048)
C (1.0399, 0.4633, -1.3505)
C (2.1068, 1.6172, 0.8982)
C (2.8513, 1.5849, -0.2646)
C (0.7217, 1.2816, 0.9595)
C (2.2679, 1.0219, -1.4378)
C (-1.8002, -0.1543, -0.3931)
H (2.7411, 1.7379, 1.8587)
H (-1.6407, -1.9959, -1.3385)
H (3.8902, 1.8243, -0.2696)
H (-0.8021, -3.1837, 0.4728)
H (-0.8736, -2.0256, 1.6617)
H (3.0650, 1.0575, -2.2100)
H (0.1338, 1.2458, 1.8231)
H (0.2569, -1.8727, 0.2583)
H (-2.8551, -2.0156, -0.0779)
H (0.5706, -0.2315, -2.0139)

***

Least stable structure: run ii